(1)
Below is one molecule with the formula C5H8O2S, with properties calculated with ωB97M-V/def2-TZVPD.

```
16
Properties=species:S:1:pos:R:3:lowdin_charge:R:1
C -0.564 1.067 -0.528 -0.422
C 0.267 0.624 0.680 -0.146
C 1.745 0.240 0.465 -0.157
C 0.514 -1.200 -0.738 -0.256
C -0.550 -0.420 -0.044 -0.627
H -2.394 0.770 -0.337 0.079
H 0.051 1.316 -1.457 0.172
H 0.100 1.146 1.688 0.174
H 2.248 1.063 -0.020 0.119
H 2.224 0.129 1.450 0.125
H 0.530 -0.912 -1.858 0.146
H 0.137 -2.300 -0.769 0.136
H -2.123 -0.966 1.720 0.017
O -1.700 1.648 -0.320 -0.064
O 1.754 -1.045 -0.130 -0.088
S -2.237 -1.161 0.199 0.792
```

The structure (SMILES) is O[C@H]1[C@@H]2COC[C@]12S. For the highest occupied orbital energy, the calculation gives -9.3 eV. The charge is 0. As for the energy above the lowest of the compared OMol25 structures with the same formula, charge and spin: 3.386 eV. The calculation puts the lowest unoccupied orbital energy at 0.3 eV. Its frontier orbital gap is 9.57 eV.

***

(2)
Below is C5H8N2O as an isolated structure, with properties calculated with ωB97M-V/def2-TZVPD.

```
16
Properties=species:S:1:pos:R:3:lowdin_charge:R:1
C -0.658 -0.984 0.985 -0.013
C -1.072 0.401 0.548 -0.425
N 1.916 -0.638 -0.683 0.089
C -0.454 0.407 -1.361 -0.224
C 1.101 0.368 -0.191 -0.225
C 0.333 0.137 1.035 -0.229
N -1.895 1.281 1.025 0.143
O -0.865 1.389 -1.923 0.031
H -2.744 1.302 0.455 0.055
H 1.644 -1.595 -0.510 0.094
H 2.664 -0.382 -1.313 0.102
H -0.408 -0.578 -1.891 0.104
H -1.094 -1.280 1.931 0.114
H -0.591 -1.780 0.251 0.093
H 1.479 1.376 -0.334 0.149
H 0.643 0.577 1.975 0.143
```

For the highest occupied orbital energy (alpha / beta), the calculation gives -8.0 / -8.0 eV. The charge is 0. As for the energy above the lowest of the compared OMol25 structures with the same formula, charge and spin: 5.604 eV. The calculation puts the lowest unoccupied orbital energy (alpha / beta) at -0.6 / -0.6 eV. Its frontier orbital gap (alpha / beta) is 7.39 / 7.39 eV.